Entry 1:
The following is a quantum chemistry calculation of a cluster of 2 separate species, C4H4N2O2 in total in a non-equilibrium geometry, from the Open Molecules 2025 dataset.

Results
* highest occupied orbital energy (spin up / spin down): -10.214 / -10.429 eV
* HOMO-LUMO gap (spin up / spin down): 7.8 / 7.9 eV
* LUMO (spin up / spin down): -2.4 / -2.5 eV
* max |F|: 5.617 eV/Å
* ΔE to the lowest compared entry with this formula, charge and spin: 127.9 kcal/mol

```
! wB97M-V def2-TZVPD RIJCOSX def2/J DEFGRID3
* xyz 0 1
C -1.55 0.57 -0.20
C -0.34 -1.56 -0.13
C 1.44 0.84 -0.39
C -0.94 -0.48 0.52
N -2.23 1.35 -0.70
N 0.96 0.88 0.81
O 0.55 -2.32 0.18
O 1.06 0.11 -1.30
H -0.77 -1.62 -1.26
H 2.53 1.20 -0.49
H -1.35 -0.59 1.55
H 0.64 1.61 1.41
*
```

Here are the natural (NBO) charges for atoms 1 to 2, given in e:
1. C 0.21
2. C 0.35


Entry 2:
The following is a quantum chemistry calculation of the molecule C4H4N2O2 in a non-equilibrium geometry, from the Open Molecules 2025 dataset.

Results
* highest occupied orbital energy: -9.670 eV
* HOMO-LUMO gap: 10.5 eV
* LUMO: 0.8 eV
* max |F|: 10.279 eV/Å
* SMILES: c1cocnnco1
* ΔE to the lowest compared entry with this formula, charge and spin: 162.1 kcal/mol

```
! wB97M-V def2-TZVPD RIJCOSX def2/J DEFGRID3
* xyz 0 1
C 1.40 0.17 -0.26
C 0.97 -0.92 0.13
C -1.20 -1.17 -0.37
C -0.57 1.66 0.31
H 2.53 0.32 -0.71
H 1.60 -1.79 0.37
H -1.29 -2.02 -0.93
H -0.53 2.15 1.43
N -1.69 0.01 -0.67
N -1.57 0.98 0.24
O 0.69 1.46 -0.39
O -0.35 -0.86 0.84
*
```

Here are the natural (NBO) charges for atoms 1 to 2, given in e:
1. C 0.12
2. C -0.04


Entry 3:
The following is a quantum chemistry calculation of the molecule C4H4N2O3 in a non-equilibrium geometry, from the Open Molecules 2025 dataset.

Results
* highest occupied orbital energy: -9.381 eV
* HOMO-LUMO gap: 9.3 eV
* LUMO: -0.1 eV
* max |F|: 3.359 eV/Å
* SMILES: C/C(C=C=O)=N/ON=O
* ΔE to the lowest compared entry with this formula, charge and spin: 143.1 kcal/mol

```
! wB97M-V def2-TZVPD RIJCOSX def2/J DEFGRID3
* xyz 0 1
C 1.55 -1.15 -0.02
C 1.06 0.22 0.23
C 2.71 -1.69 0.22
C -0.43 0.51 0.26
N 1.77 1.27 0.33
N 3.91 0.94 -0.62
O 5.08 0.84 -0.37
O 3.75 -2.21 0.29
O 3.10 1.27 0.49
H 0.77 -1.89 -0.38
H -1.00 0.00 -0.57
H -0.90 0.12 1.22
H -0.49 1.55 0.24
*
```

Here are the natural (NBO) charges for atoms 1 to 2, given in e:
1. C -0.64
2. C 0.27


Entry 4:
The following is a quantum chemistry calculation of the molecule C4H4N2O3 in a non-equilibrium geometry, from the Open Molecules 2025 dataset.

Results
* highest occupied orbital energy: -8.469 eV
* HOMO-LUMO gap: 9.1 eV
* LUMO: 0.7 eV
* max |F|: 2.188 eV/Å
* SMILES: Oc1cnc(O)c(O)n1
* ΔE to the lowest compared entry with this formula, charge and spin: 11.4 kcal/mol

```
! wB97M-V def2-TZVPD RIJCOSX def2/J DEFGRID3
* xyz 0 1
C 1.53 0.10 -0.02
C 1.10 -1.26 -0.02
C -1.10 -0.59 0.00
C -0.67 0.75 -0.02
H 3.41 -0.29 0.02
H 1.79 -2.07 -0.18
H -2.97 -0.23 0.03
H -1.20 2.64 -0.05
N -0.19 -1.57 -0.06
N 0.59 1.04 -0.04
O 2.85 0.47 0.09
O -2.39 -0.99 0.08
O -1.59 1.73 -0.02
*
```

Here are the natural (NBO) charges for atoms 1 to 2, given in e:
1. C 0.45
2. C -0.09


Entry 5:
The following is a quantum chemistry calculation of the molecule C4H4N2O3 in a non-equilibrium geometry, from the Open Molecules 2025 dataset.

Results
* highest occupied orbital energy: -10.201 eV
* HOMO-LUMO gap: 9.8 eV
* LUMO: -0.4 eV
* max |F|: 3.249 eV/Å
* SMILES: O=C(O)[C@@H]1C=NN=CO1
* ΔE to the lowest compared entry with this formula, charge and spin: 56.2 kcal/mol

```
! wB97M-V def2-TZVPD RIJCOSX def2/J DEFGRID3
* xyz 0 1
C 0.24 1.43 0.69
C 0.56 -0.05 0.73
C -1.35 -1.07 -0.22
C 1.20 -0.53 -0.55
H -0.84 1.15 -0.82
H 1.17 -0.31 1.61
H -2.39 -1.29 0.02
H 2.29 -0.54 -0.69
N -0.87 -1.00 -1.42
N 0.50 -0.99 -1.53
O -0.60 1.86 -0.19
O 0.77 2.19 1.48
O -0.68 -0.85 0.90
*
```

Here are the natural (NBO) charges for atoms 1 to 2, given in e:
1. C 0.75
2. C -0.09


Entry 6:
The following is a quantum chemistry calculation of a cluster of 2 separate species, C4H4N2O3 in total in a non-equilibrium geometry, from the Open Molecules 2025 dataset.

Results
* highest occupied orbital energy: -8.794 eV
* HOMO-LUMO gap: 7.7 eV
* LUMO: -1.1 eV
* max |F|: 4.630 eV/Å
* ΔE to the lowest compared entry with this formula, charge and spin: 216.2 kcal/mol

```
! wB97M-V def2-TZVPD RIJCOSX def2/J DEFGRID3
* xyz 0 1
C 2.14 1.24 -0.03
C 1.49 0.07 -0.12
C -0.78 0.53 0.05
C -1.75 -0.54 -0.06
N 2.67 2.27 -0.01
N 1.61 -1.24 0.02
O 2.84 -1.48 -0.03
O 0.71 -2.05 0.12
O -1.05 1.76 0.14
H -1.59 -1.21 0.78
H -2.79 -0.20 -0.10
H -1.49 -1.16 -0.92
H -2.00 2.02 0.15
*
```

Here are the natural (NBO) charges for atoms 1 to 2, given in e:
1. C 0.15
2. C 0.08


Entry 7:
The following is a quantum chemistry calculation of the molecule C4H4N2O5S in a non-equilibrium geometry, from the Open Molecules 2025 dataset.

Results
* highest occupied orbital energy: -9.210 eV
* HOMO-LUMO gap: 8.9 eV
* LUMO: -0.3 eV
* max |F|: 4.254 eV/Å
* ΔE to the lowest compared entry with this formula, charge and spin: 5.8 kcal/mol

```
! wB97M-V def2-TZVPD RIJCOSX def2/J DEFGRID3
* xyz 0 1
C -1.10 0.53 -1.14
C -2.07 0.25 -0.24
C 0.30 1.02 0.68
C 0.09 0.98 -0.76
N 1.15 0.08 1.09
N -2.99 0.26 0.42
O -4.00 0.07 1.00
O -0.27 1.86 1.34
O -0.02 -1.64 -0.53
O 1.73 -2.21 1.13
O 2.16 -0.98 -1.03
S 1.14 -1.35 0.17
H -1.52 0.52 -2.17
H 2.93 -0.40 -0.54
H 0.92 1.08 -1.52
H 1.56 -0.06 2.08
*
```

Here are the natural (NBO) charges for atoms 1 to 2, given in e:
1. C -0.20
2. C 0.14


Entry 8:
The following is a quantum chemistry calculation of the molecule C4H4N2OS in a non-equilibrium geometry, from the Open Molecules 2025 dataset.

Results
* highest occupied orbital energy: -9.615 eV
* HOMO-LUMO gap: 9.3 eV
* LUMO: -0.3 eV
* max |F|: 4.647 eV/Å
* SMILES: CC(=O)S/N=C\C#N
* ΔE to the lowest compared entry with this formula, charge and spin: 42.5 kcal/mol

```
! wB97M-V def2-TZVPD RIJCOSX def2/J DEFGRID3
* xyz 0 1
C -0.90 1.45 1.36
C -0.05 0.76 0.32
C 0.98 -1.20 -1.56
C 0.65 -1.99 -0.40
H -1.38 0.72 2.00
H -0.27 2.09 1.99
H -1.68 2.06 0.89
H 1.84 -1.61 -2.12
N 0.28 -0.37 -2.15
N 0.33 -2.75 0.45
O 1.11 0.39 0.48
S -0.92 0.45 -1.27
*
```

Here are the natural (NBO) charges for atoms 1 to 2, given in e:
1. C -0.72
2. C 0.44


Entry 9:
The following is a quantum chemistry calculation of the molecule C4H4N2S in a non-equilibrium geometry, from the Open Molecules 2025 dataset.

Results
* highest occupied orbital energy: -9.348 eV
* HOMO-LUMO gap: 8.5 eV
* LUMO: -0.8 eV
* max |F|: 1.012 eV/Å
* SMILES: S/C=C1\C=CN=N1
* ΔE to the lowest compared entry with this formula, charge and spin: 48.6 kcal/mol

```
! wB97M-V def2-TZVPD RIJCOSX def2/J DEFGRID3
* xyz 0 1
C 1.21 -0.79 0.00
C -0.03 -0.30 0.00
C -0.60 1.02 0.00
C -1.93 0.82 0.01
H 3.53 -0.76 0.01
H 1.33 -1.85 0.02
H -0.07 1.95 0.01
H -2.75 1.52 -0.02
N -2.21 -0.58 0.00
N -1.11 -1.23 -0.01
S 2.64 0.21 0.00
*
```

Here are the natural (NBO) charges for atoms 1 to 2, given in e:
1. C -0.21
2. C -0.04


Entry 10:
The following is a quantum chemistry calculation of the molecule C4H4N2S in a non-equilibrium geometry, from the Open Molecules 2025 dataset.

Results
* highest occupied orbital energy: -9.355 eV
* HOMO-LUMO gap: 9.2 eV
* LUMO: -0.1 eV
* max |F|: 5.385 eV/Å
* SMILES: C1=NN=C[C@@H]2S[C@@H]12
* ΔE to the lowest compared entry with this formula, charge and spin: 127.0 kcal/mol

```
! wB97M-V def2-TZVPD RIJCOSX def2/J DEFGRID3
* xyz 0 1
C -0.38 0.00 -0.70
C 0.73 1.07 -0.93
C 0.86 -0.93 0.96
C -0.43 -0.02 0.82
H -0.02 -0.88 -1.11
H 0.78 1.93 -1.75
H 0.73 -1.74 1.66
H -0.35 0.87 1.50
N 1.92 0.63 -0.60
N 1.97 -0.56 0.32
S -2.07 -0.09 0.05
*
```

Here are the natural (NBO) charges for atoms 1 to 2, given in e:
1. C -0.37
2. C 0.08